Below is 4 unconnected molecules or ions with the total composition C4H7NO at a distorted geometry, with properties calculated with ωB97M-V/def2-TZVPD.

Results
Energy above the lowest of the compared OMol25 structures with the same formula, charge and spin ... 483.7 kJ/mol
Total energy ... -286.4474 Ha

Last column: Löwdin charge in e.
Positions of all 13 atoms, in Å:
C 1.099 -0.856 0.141  -0.06
C 0.789 0.495 0.022  -0.25
C -1.427 0.481 -0.443  -0.18
O -1.676 -0.514 -1.157  -0.11
C 0.581 1.310 1.182  -0.28
N 0.376 1.992 2.097  0.14
H 1.788 -1.310 -0.567  0.09
H 1.063 -1.325 1.122  0.10
H 0.006 -1.713 -0.459  0.09
H 1.122 1.027 -0.865  0.12
H -1.265 1.460 -0.907  0.11
H -1.687 0.481 0.626  0.10
H -0.767 -1.527 -0.794  0.14